# 1
The following is a DFT calculation (the ωB97M-V functional and the def2-TZVPD basis) of 2 unconnected molecules or ions with the total composition C4H13NO3 at a distorted geometry.

The maximum force comes out at 0.036 Eh/bohr. Its spin multiplicity is 2. The total energy comes out at -11981.6564 eV. Its gap between HOMO and LUMO (alpha / beta) is 0.401 / 0.215 Ha. The net charge is +1. As for the expectation value of S²: 0.75. As for the LUMO energy (alpha / beta): -3.59 / -8.65 eV.

CARTESIAN COORDINATES (ANGSTROEM)
C  -0.613  -0.920  -1.519
O  -0.589  -0.861  -2.900
C  -0.270  0.367  -0.772
C  -0.450  0.380  0.742
C  -0.462  1.797  1.385
O  -0.315  1.682  2.776
N  1.059  0.722  -1.175
H  -1.571  -1.250  -1.118
H  0.042  -1.729  -1.181
H  -1.182  -0.178  -3.230
H  -0.914  1.154  -1.186
H  0.345  -0.206  1.184
H  -1.415  -0.030  1.017
H  -1.443  2.243  1.246
H  0.372  2.365  0.960
H  1.600  1.429  -0.686
H  0.599  1.601  3.043
H  1.501  0.140  -1.880
H  0.413  -2.849  1.153
H  1.651  -1.968  0.833
O  1.342  -2.721  1.323

# 2
The following is a DFT calculation (the ωB97M-V functional and the def2-TZVPD basis) of C3H8N4O in the gas phase at a distorted geometry.

The maximum force comes out at 0.102 Eh/bohr. As for the SMILES: [H]/N=C\NOC/C=N/N. The total energy comes out at -11244.2299 eV. Its gap between HOMO and LUMO is 0.354 Ha. As for the LUMO energy: 0.94 eV.

CARTESIAN COORDINATES (ANGSTROEM)
H  0.668  1.565  -0.663
N  0.450  2.240  0.049
C  -0.787  2.109  0.296
N  -1.551  0.966  -0.124
O  -1.022  0.189  -1.115
C  -0.955  -1.160  -0.703
C  0.252  -1.308  0.187
N  1.337  -0.645  -0.121
N  2.453  -1.026  0.407
H  -1.619  2.651  0.942
H  -2.515  1.313  -0.363
H  -1.826  -1.456  -0.181
H  -0.785  -1.775  -1.633
H  0.362  -1.938  1.161
H  2.412  -1.513  1.337
H  3.126  -0.213  0.525

# 3
The following is a DFT calculation (the ωB97M-V functional and the def2-TZVPD basis) of a molecular structure, C34H46Cl5FeGeO4S2Si at a distorted geometry.

The maximum force comes out at 0.024 Eh/bohr. Its spin multiplicity is 5. The total energy comes out at -227258.4416 eV. Its gap between HOMO and LUMO (alpha / beta) is 0.339 / 0.319 Ha. The net charge is +1. As for the expectation value of S²: 6.01. As for the LUMO energy (alpha / beta): -2.01 / -2.53 eV.

CARTESIAN COORDINATES (ANGSTROEM)
Fe  -0.156  0.105  1.334
C  3.753  -1.223  -0.096
C  2.485  -1.567  -0.860
C  1.912  -2.904  -0.427
C  2.719  -1.537  -2.362
O  1.449  -0.577  -0.537
Si  1.597  1.041  -0.451
S  -0.461  1.743  -0.616
O  1.962  1.285  1.121
C  2.616  2.364  1.871
C  1.656  3.541  1.940
C  3.917  2.727  1.177
C  2.891  1.788  3.249
O  2.547  1.712  -1.536
C  2.549  2.737  -2.571
C  1.666  2.252  -3.711
C  2.047  4.050  -1.999
C  4.000  2.853  -3.012
H  4.490  -2.015  -0.227
H  3.544  -1.117  0.968
H  4.193  -0.295  -0.469
H  2.589  -3.711  -0.714
H  0.952  -3.069  -0.918
H  1.786  -2.933  0.655
H  3.523  -2.227  -2.619
H  3.011  -0.541  -2.690
H  1.823  -1.845  -2.899
H  1.293  3.817  0.949
H  2.163  4.410  2.362
H  0.797  3.307  2.569
H  3.750  3.131  0.180
H  4.564  1.854  1.096
H  4.438  3.481  1.768
H  1.964  1.484  3.730
H  3.370  2.544  3.872
H  3.552  0.924  3.185
H  0.642  2.091  -3.370
H  2.050  1.322  -4.129
H  1.641  2.998  -4.505
H  1.014  3.974  -1.661
H  2.083  4.817  -2.774
H  2.672  4.385  -1.172
H  4.368  1.889  -3.362
H  4.630  3.188  -2.187
H  4.088  3.572  -3.825
Ge  -2.376  0.437  -0.714
C  -2.161  -1.074  -1.906
C  -1.048  -1.263  -2.716
C  -0.980  -2.356  -3.571
C  -2.026  -3.264  -3.626
C  -3.149  -3.075  -2.833
C  -3.215  -1.985  -1.978
C  -3.597  1.792  -1.342
C  -3.613  2.176  -2.680
C  -4.486  3.160  -3.113
C  -5.346  3.771  -2.210
C  -5.338  3.396  -0.876
C  -4.465  2.408  -0.443
H  -2.778  0.007  0.706
H  -0.224  -0.562  -2.674
H  -0.111  -2.496  -4.201
H  -1.974  -4.110  -4.298
H  -3.976  -3.771  -2.889
H  -4.107  -1.851  -1.373
H  -2.949  1.703  -3.396
H  -4.499  3.452  -4.154
H  -6.027  4.539  -2.551
H  -6.010  3.870  -0.173
H  -4.467  2.120  0.603
Cl  2.250  -2.158  3.284
C  0.855  -1.425  4.038
C  0.208  -0.407  3.357
C  -0.840  0.151  4.061
Cl  -1.675  1.469  3.181
C  -1.295  -0.219  5.317
Cl  -2.628  0.551  6.066
C  -0.623  -1.277  5.939
Cl  -1.134  -1.822  7.482
C  0.463  -1.881  5.297
Cl  1.284  -3.180  6.064
O  -0.899  -1.725  1.025
S  -0.763  -3.073  1.736
C  -1.485  -4.221  0.522
C  -2.776  -4.768  1.125
C  -3.362  -3.637  1.964
C  -2.203  -3.151  2.825
H  -0.746  -4.973  0.254
H  -1.677  -3.579  -0.340
H  -2.558  -5.625  1.766
H  -3.448  -5.110  0.339
H  -4.204  -3.958  2.575
H  -3.703  -2.822  1.320
H  -1.951  -3.854  3.622
H  -2.306  -2.157  3.260

# 4
The following is a DFT calculation (the ωB97M-V functional and the def2-TZVPD basis) of a molecular structure, C39H35ClN2Si2W at a distorted geometry.

The maximum force comes out at 0.104 Eh/bohr. Its spin multiplicity is 3. The total energy comes out at -74080.1602 eV. Its gap between HOMO and LUMO (alpha / beta) is 0.129 / 0.130 Ha. The net charge is +2. As for the expectation value of S²: 2.02. As for the LUMO energy (alpha / beta): -8.29 / -8.26 eV.

CARTESIAN COORDINATES (ANGSTROEM)
C  -1.742  -0.931  4.646
C  -2.321  -0.324  3.481
C  -2.054  -1.177  2.366
H  -2.935  0.573  3.458
C  -1.292  -2.293  2.826
C  -1.095  -2.145  4.232
H  -0.625  -2.876  4.884
H  -1.850  -0.585  5.672
H  -2.432  -1.045  1.360
H  -0.976  -3.131  2.213
W  -0.130  -0.434  3.172
Si  -0.581  -0.125  -3.566
C  0.004  1.430  -4.407
C  1.338  1.592  -4.816
H  2.083  0.824  -4.582
C  1.708  2.730  -5.541
H  2.739  2.841  -5.877
C  0.756  3.714  -5.841
H  1.043  4.589  -6.427
C  -0.559  3.573  -5.383
H  -1.302  4.339  -5.607
C  -0.931  2.450  -4.640
H  -1.949  2.343  -4.258
C  0.215  -1.572  -4.441
C  -0.154  -1.812  -5.774
H  -0.880  -1.158  -6.265
C  0.418  -2.874  -6.480
H  0.138  -3.041  -7.521
C  1.340  -3.720  -5.854
H  1.765  -4.569  -6.396
C  1.722  -3.473  -4.531
H  2.443  -4.125  -4.033
C  1.182  -2.389  -3.834
H  1.528  -2.176  -2.818
H  -2.050  -0.241  -3.704
Si  0.271  0.027  -1.353
C  -0.510  -1.589  -0.820
C  -1.865  -1.819  -1.123
H  -2.511  -0.999  -1.445
C  -2.384  -3.116  -1.110
H  -3.423  -3.276  -1.410
C  -1.572  -4.188  -0.746
H  -1.977  -5.200  -0.760
C  -0.248  -3.958  -0.355
H  0.390  -4.794  -0.065
C  0.269  -2.659  -0.355
H  1.297  -2.488  -0.039
C  -0.746  1.481  -0.747
C  -2.042  1.407  -0.218
H  -2.470  0.447  0.078
C  -2.836  2.555  -0.144
H  -3.862  2.469  0.222
C  -2.327  3.791  -0.549
H  -2.960  4.680  -0.520
C  -1.001  3.884  -0.982
H  -0.592  4.843  -1.298
C  -0.200  2.742  -1.035
H  0.837  2.817  -1.371
H  1.728  0.175  -1.219
Cl  1.286  0.018  1.339
C  -0.353  3.699  4.418
C  0.565  3.751  5.472
C  1.339  2.633  5.760
C  1.164  1.454  5.032
N  0.179  1.401  4.061
C  -0.517  2.525  3.698
C  1.946  0.243  5.164
C  3.083  0.076  5.959
C  3.814  -1.107  5.889
C  3.393  -2.123  5.022
C  2.239  -1.960  4.274
N  1.518  -0.800  4.368
H  -0.955  4.564  4.146
H  0.681  4.662  6.053
H  2.091  2.625  6.549
H  -1.176  2.429  2.833
H  3.363  0.898  6.610
H  4.704  -1.238  6.500
H  3.949  -3.053  4.926
H  1.858  -2.709  3.577

# 5
The following is a DFT calculation (the ωB97M-V functional and the def2-TZVPD basis) of a molecular structure, C44H30F15Ge2N2O5STi at a distorted geometry.

The maximum force comes out at 0.076 Eh/bohr. The total energy comes out at -247071.8396 eV. Its gap between HOMO and LUMO is 0.270 Ha. The net charge is +1. As for the LUMO energy: -4.33 eV.

CARTESIAN COORDINATES (ANGSTROEM)
Ti  17.299  13.568  13.075
O  19.445  9.298  16.801
C  19.021  10.265  15.968
C  18.886  10.006  14.598
C  18.600  11.066  13.775
N  18.274  12.225  14.291
C  18.307  12.451  15.598
C  18.726  11.519  16.485
C  17.786  13.758  15.955
O  17.626  14.102  17.098
O  17.449  14.383  14.785
C  18.609  11.147  12.238
O  19.103  10.436  11.477
O  17.975  12.311  11.937
H  19.528  8.538  16.245
H  19.125  9.051  14.113
H  18.969  11.724  17.515
C  19.709  17.064  12.352
C  19.633  17.322  11.010
C  18.974  16.479  10.160
C  18.116  15.490  10.698
N  18.062  15.287  12.057
C  18.888  16.057  12.832
C  17.300  14.619  9.833
C  15.929  14.717  9.946
C  15.127  14.104  9.020
C  15.743  13.361  7.982
C  17.151  13.277  7.863
C  17.969  13.862  8.840
H  20.286  17.609  13.082
H  20.276  18.083  10.619
H  18.921  16.712  9.092
H  18.785  15.973  13.874
H  15.554  15.420  10.676
H  14.040  14.221  8.996
H  15.153  12.864  7.165
H  17.546  12.733  7.038
C  24.090  12.933  6.788
C  22.603  13.089  6.997
C  21.915  11.863  7.507
C  20.401  12.017  7.710
Ge  19.997  13.594  8.862
C  20.754  13.294  10.717
C  22.145  13.916  10.864
C  22.561  14.362  12.230
C  23.784  15.271  12.086
H  24.570  13.843  6.537
H  24.315  12.170  6.041
H  24.578  12.681  7.748
H  22.158  13.418  6.092
H  22.485  13.962  7.673
H  22.300  11.523  8.490
H  22.033  11.021  6.794
H  19.951  11.165  8.231
H  19.836  12.085  6.798
H  20.453  14.946  8.387
H  20.804  12.175  10.749
H  20.036  13.762  11.382
H  22.193  14.707  10.140
H  22.885  13.210  10.462
H  22.849  13.518  12.858
H  21.775  14.901  12.672
H  24.535  14.743  11.528
H  24.238  15.504  13.040
H  23.548  16.171  11.497
F  12.748  11.777  9.693
C  13.867  11.105  9.564
C  14.639  10.838  10.644
C  15.720  9.997  10.485
F  16.393  9.676  11.584
C  16.079  9.518  9.256
F  17.193  8.817  9.141
C  15.373  9.861  8.122
F  15.750  9.601  6.892
C  14.268  10.628  8.267
F  13.539  11.040  7.204
Ge  14.076  11.189  12.426
S  15.031  12.993  13.203
C  12.220  11.829  12.706
C  11.913  13.141  12.430
F  12.801  14.008  11.946
C  10.638  13.613  12.780
F  10.370  14.913  12.660
C  9.590  12.740  13.145
F  8.309  13.081  13.293
C  9.948  11.402  13.311
F  9.038  10.450  13.564
C  11.246  11.005  13.253
F  11.498  9.736  13.588
C  14.404  9.451  13.265
C  15.199  9.338  14.358
F  15.708  10.435  14.872
C  15.596  8.136  14.893
F  16.530  8.041  15.909
C  15.148  6.934  14.358
F  15.512  5.722  14.854
C  14.281  7.023  13.288
F  13.814  5.908  12.772
C  13.965  8.254  12.723
F  13.163  8.238  11.629